{"formula": "C5H6FNO", "method": "ωB97M-V/def2-TZVPD", "homo_energy_ev": -9.32, "spin_multiplicity": 1, "energy_ha": -423.8909, "charge": 0, "homo_lumo_gap_ev": 10.278, "smiles": "C=CN=C=O.C=CF", "species": ["C", "C", "N", "C", "O", "H", "H", "H", "C", "C", "F", "H", "H", "H"], "positions_angstrom": [[-2.399, -0.128, 1.153], [-1.367, 0.666, 1.044], [-0.749, 0.877, -0.137], [0.075, 1.144, -0.945], [0.842, 1.490, -1.768], [-2.914, -0.124, 2.091], [-2.719, -0.641, 0.313], [-1.034, 1.428, 1.782], [2.158, -0.316, -0.328], [1.266, -1.148, -0.904], [0.186, -1.616, -0.266], [2.967, -0.064, -0.958], [2.113, 0.111, 0.657], [1.571, -1.678, -1.734]], "forces_ev_per_a": [[0.07, 0.69, 1.67], [0.44, 2.00, 0.91], [0.90, 0.07, -1.94], [-0.19, 1.05, 0.13], [-0.59, 0.33, -0.23], [-0.35, -0.38, 0.20], [-0.72, -1.20, -1.24], [-0.36, -1.05, 0.04], [-1.46, -1.71, -0.43], [2.12, 0.98, 3.47], [-0.16, -0.24, -0.16], [0.84, 0.30, -0.39], [-0.32, 0.10, 0.14], [-0.21, -0.95, -2.16]], "lowdin_charge": [0.035, -0.227, 0.133, -0.355, 0.120, 0.057, 0.048, 0.129, 0.034, -0.219, 0.018, 0.058, 0.077, 0.092]}